Record 1
A cluster of 2 separate species, C5H6N2O3 in total, computed with ωB97M-V/def2-TZVPD.

```
! wB97M-V def2-TZVPD RIJCOSX def2/J DEFGRID3
* xyz 0 3
C -0.95427 -0.63943 -0.32846
C 1.06981 0.47458 1.07127
C -0.08755 0.16010 -0.92266
C -0.08473 1.07645 -3.29788
C -1.11701 -0.47800 1.18642
N 0.20977 -0.32801 1.72992
N 0.71809 0.94404 -0.13119
O -0.63049 0.19606 -3.79233
O 0.46693 2.02918 -2.95731
O 0.72850 -1.42315 2.43974
H -1.50772 -1.40458 -0.83984
H 2.05936 0.60203 1.47741
H -1.68312 0.42758 1.42789
H -1.59366 -1.34018 1.65007
H 1.20395 1.72463 -0.54890
H 1.20216 -2.02131 1.83585
*
```

Output
HOMO-LUMO gap (spin up / spin down): 6.149 / 7.483 eV
⟨S²⟩: 2.01

=====

Record 2
An isolated molecule of C5H6N2S, computed with ωB97M-V/def2-TZVPD.

```
! wB97M-V def2-TZVPD RIJCOSX def2/J DEFGRID3
* xyz 0 1
C -2.67529 -0.30623 0.20999
C -1.54336 -0.66973 0.83644
N -0.28786 -0.23400 0.41238
C 0.11729 0.73885 -0.53746
C 1.36420 1.23241 -0.62037
S 2.58939 0.88338 0.54955
C 3.19925 -0.75185 0.01482
N 3.45083 -1.69663 -0.57867
H -3.70188 -0.61184 0.51810
H -2.64160 0.32645 -0.66403
H -1.31467 -1.30821 1.58851
H 0.61135 -0.50058 0.94350
H -0.66367 0.97383 -1.27620
H 1.49604 1.92417 -1.39655
*
```

Output
HOMO-LUMO gap: 8.707 eV
SMILES: C=CN/C=C\SC#N

=====

Record 3
A cluster of 2 separate species, C5H6N2S in total, computed with ωB97M-V/def2-TZVPD.

```
! wB97M-V def2-TZVPD RIJCOSX def2/J DEFGRID3
* xyz 0 1
H 0.57804 0.95052 1.88720
N -0.13478 0.92052 1.15756
C 0.14626 0.69121 -0.05975
C 1.43068 0.21127 -0.51750
N 2.38377 -0.25179 -0.83941
C -0.81879 0.95390 -1.25544
S -1.08268 2.80251 -1.29832
H -0.31244 0.76315 -2.15440
H -1.77919 0.55353 -0.97998
H -2.21922 2.58130 -0.40258
C 0.77892 -2.06508 1.22161
C 0.10052 -3.04201 1.04263
H 1.25492 -1.16022 1.57693
H -0.32601 -3.90883 0.62146
*
```

Output
HOMO-LUMO gap: 9.378 eV
SMILES: [H]/N=C(\C#N)CS.C#C